[1]
A cluster of 10 separate species, C54H60O3S in total, computed with ωB97M-V/def2-TZVPD.

Each line ends with the Mulliken charge.
CARTESIAN COORDINATES (ANGSTROEM)
S 17.145 17.958 2.678  0.98
O 20.701 16.198 3.406  -0.31
O 20.881 17.360 5.277  -0.63
O 16.911 16.823 1.689  -0.82
C 22.407 20.326 1.684  -0.33
C 12.654 17.984 -2.586  -0.87
C 20.295 16.515 4.660  0.53
C 14.392 14.845 2.100  -0.11
C 13.042 16.707 -2.213  -0.67
C 22.638 20.798 0.386  -0.33
C 17.652 18.927 -2.094  0.41
C 22.176 18.592 -0.459  -0.54
C 18.603 21.941 5.010  -0.89
C 19.288 18.183 -4.224  -0.76
C 15.034 22.562 2.222  -0.52
C 17.250 22.259 4.946  -0.55
C 18.361 21.948 -1.234  -0.71
C 21.915 18.147 0.819  -0.28
C 20.308 23.306 -0.901  -0.51
C 13.924 21.800 2.558  0.50
C 17.115 18.263 -3.181  -0.42
C 12.554 19.000 5.102  -0.53
C 15.221 22.872 0.881  -0.31
C 14.201 17.215 6.523  -0.83
C 12.108 14.394 2.703  -0.60
C 12.925 21.483 1.655  -1.03
C 18.661 18.791 2.230  1.32
C 14.252 18.929 -1.073  0.25
C 14.568 17.651 -0.621  0.66
C 18.971 20.630 5.250  -0.49
C 14.795 14.013 3.134  -0.07
C 13.173 21.781 0.316  0.04
C 13.904 16.983 5.177  0.14
C 13.035 15.090 1.928  -0.21
C 19.018 19.234 -2.075  0.32
C 20.288 22.999 0.458  -0.68
C 13.086 17.878 4.495  0.07
C 19.330 22.795 -1.748  -0.71
C 22.115 18.997 1.922  -0.63
C 16.637 19.995 5.476  0.03
C 13.949 16.527 -1.169  -0.57
C 17.991 19.671 5.505  -0.70
C 14.328 22.420 -0.087  -0.97
C 13.875 13.285 3.867  -0.48
C 15.967 19.242 2.185  1.06
C 13.242 19.086 -1.998  -0.38
C 17.937 17.869 -4.225  -0.56
C 19.837 18.816 -3.125  -0.77
C 12.498 13.494 3.675  -0.42
C 16.266 21.304 5.210  -0.14
C 12.901 19.256 6.428  -0.55
C 13.652 18.338 7.132  -0.49
C 19.301 22.163 0.956  -0.23
C 19.130 14.570 4.040  -0.04
C 19.117 15.699 5.079  -0.12
C 22.594 19.917 -0.669  -0.30
C 19.772 15.221 2.838  -0.05
C 18.323 21.644 0.104  0.93
H 22.011 17.925 -1.296  0.49
H 13.005 20.115 -2.249  0.42
H 14.798 19.794 -0.714  -0.09
H 19.512 19.693 -1.226  0.17
H 16.062 19.347 1.102  -1.44
H 18.915 18.822 1.164  0.14
H 14.276 15.546 -0.852  0.49
H 22.738 20.218 -1.700  0.33
H 11.792 12.971 4.304  0.40
H 19.389 22.685 4.980  0.44
H 12.708 15.940 1.343  0.42
H 17.648 21.524 -1.934  0.58
H 19.311 15.359 6.097  0.56
H 21.642 17.113 0.991  0.38
H 19.338 21.877 2.001  0.24
H 14.792 16.486 7.061  0.44
H 18.334 18.647 5.592  0.40
H 15.930 19.189 5.628  0.28
H 18.161 16.215 5.146  -0.14
H 17.484 17.350 -5.062  0.37
H 17.537 21.024 0.519  -0.16
H 12.552 20.136 6.955  0.41
H 12.474 21.488 -0.463  0.49
H 12.564 15.841 -2.654  0.41
H 15.138 15.428 1.572  0.07
H 11.081 14.685 2.507  0.36
H 19.884 18.004 -5.111  0.38
H 15.216 21.557 5.167  0.62
H 16.163 23.355 0.646  0.57
H 19.495 18.286 2.716  -0.87
H 19.094 15.751 2.165  -0.13
H 20.884 19.097 -3.140  0.32
H 22.823 21.850 0.214  0.50
H 15.305 17.437 0.147  0.07
H 21.060 23.989 -1.277  0.38
H 12.855 17.645 3.460  0.26
H 11.983 19.748 4.567  0.48
H 15.855 13.920 3.345  0.25
H 14.943 18.883 2.303  0.16
H 18.108 14.239 3.847  -0.28
H 19.695 13.696 4.361  0.33
H 19.344 23.117 -2.781  0.43
H 11.955 18.072 -3.409  0.36
H 20.021 20.366 5.286  0.53
H 16.054 18.047 -3.123  0.25
H 22.371 20.969 2.557  0.39
H 17.115 19.229 -1.203  0.22
H 13.829 18.525 8.186  0.34
H 21.884 18.606 2.905  0.34
H 20.339 14.566 2.177  0.47
H 13.655 21.682 3.606  0.32
H 16.104 20.149 2.767  -0.16
H 14.212 12.636 4.665  0.38
H 12.013 21.003 1.977  0.46
H 21.043 23.450 1.091  0.46
H 14.397 16.137 4.715  0.25
H 16.928 23.294 4.956  0.59
H 14.570 22.587 -1.129  0.39
H 18.706 19.854 2.480  -0.79
H 15.789 22.884 2.921  0.13

For the HOMO-LUMO gap, the calculation gives 9.5 eV. As for the charge: 0. Its HOMO energy is -8.8 eV.

=====

[2]
A structure of composition C54H64Br6N6O24, computed with ωB97M-V/def2-TZVPD.

Each line ends with the Mulliken charge.
CARTESIAN COORDINATES (ANGSTROEM)
Br -5.974 -3.030 0.612  -0.05
Br -1.989 4.868 -1.878  -0.01
Br -4.012 4.079 0.481  -0.04
Br -3.280 -2.022 1.893  0.01
Br -5.432 0.130 0.905  -0.08
Br -3.185 7.103 0.042  -0.02
O 4.614 3.764 -3.862  -0.57
O -1.295 0.849 -0.107  0.43
O 2.220 -1.865 -3.968  -0.20
O 0.555 -3.616 4.569  -0.40
O -5.439 -5.291 -3.119  -0.65
O 1.621 -0.830 -0.830  -0.72
O 1.744 -1.848 3.800  -0.62
O -0.158 -0.626 8.814  -0.31
O -0.629 2.889 0.571  0.01
O 1.553 -0.036 7.477  -0.58
O 7.139 3.524 1.515  -0.64
O -4.875 0.364 6.879  -0.63
O 4.769 4.335 -5.919  -0.63
O -5.188 -0.034 4.818  -0.61
O 5.733 2.539 2.800  -0.63
O -6.930 0.296 -6.161  -0.61
O -5.102 -3.277 -2.490  -0.54
O 3.438 -3.633 -3.839  -0.30
O -0.609 0.142 6.891  -0.13
O 0.170 -2.883 2.608  -0.31
O 1.811 -3.577 -5.377  -0.59
O -7.015 -0.837 -7.971  -0.62
O -0.032 0.967 1.579  0.75
O 1.606 1.212 -1.455  -0.17
N 6.026 3.251 1.863  1.23
N -6.478 -0.505 -6.939  1.03
N 2.167 0.227 -1.007  1.31
N -4.712 -4.351 -2.906  1.10
N -4.675 0.561 5.722  1.05
N 4.175 3.868 -4.986  1.02
C -3.128 2.350 6.380  -0.39
C 0.901 1.543 2.477  -0.26
C 2.838 3.353 -5.191  0.08
C -5.165 -1.622 1.675  -0.46
C 1.463 -0.903 -4.722  -0.34
C 3.585 0.323 -0.737  -0.56
C 2.358 3.129 -6.467  -0.57
C 2.836 4.606 -0.593  -0.56
C -1.374 -5.737 -3.845  -0.61
C -4.605 -1.987 -7.494  -0.34
C -2.996 -2.587 -5.838  -0.14
C -0.109 -3.509 6.865  -1.16
C -3.566 -1.717 -4.933  0.04
C -0.019 -1.090 -4.520  0.13
C 2.595 4.013 0.630  -0.16
C 3.624 3.660 1.494  -1.15
C -0.220 0.578 5.612  -0.11
C 5.642 1.525 -0.847  -0.82
C 0.661 -0.841 9.947  -0.19
C 4.154 4.840 -0.970  -0.35
C -2.501 -3.835 -2.127  0.07
C 4.931 3.835 1.075  0.02
C -1.911 1.356 -1.299  1.52
C -2.553 5.281 -0.049  0.05
C 4.290 1.461 -1.104  0.48
C -2.731 -5.472 -3.898  -0.60
C -3.689 1.567 5.379  0.00
C -1.692 3.388 4.745  -0.92
C -3.438 -2.651 -7.166  -1.21
C -3.271 -4.518 -3.057  -0.03
C 2.446 -3.056 -4.500  0.68
C 0.507 -2.118 1.471  0.12
C -0.603 -4.990 -2.968  -0.44
C 0.992 0.391 10.759  -1.18
C -4.714 -1.028 -5.306  -0.05
C 0.388 -0.147 7.707  0.55
C 1.996 3.278 -4.092  0.45
C 1.067 2.660 -6.640  -0.68
C -2.696 0.157 -1.791  -0.75
C -5.253 -1.178 -6.564  -0.41
C -0.638 1.700 0.664  -0.59
C 0.213 2.570 -5.544  -0.50
C -2.233 2.580 3.753  -0.74
C 1.065 -3.473 5.902  -0.18
C 0.692 2.898 -4.280  -0.04
C -2.066 3.170 6.069  -0.51
C 4.193 -0.748 -0.122  -0.29
C 5.555 -0.692 0.164  -0.97
C 6.247 0.435 -0.227  -0.55
C 0.899 -2.694 3.697  0.78
C -3.306 1.758 4.073  0.08
C -1.126 -4.048 -2.102  -0.49
C 3.785 -4.951 -4.229  -0.74
C 5.185 4.469 -0.131  -0.37
H -0.833 -2.730 6.621  0.20
H 0.332 -0.172 5.056  0.07
H -2.578 2.212 -1.253  -0.06
H -0.779 2.148 -5.642  0.60
H 1.780 -0.973 -5.765  0.50
H 0.403 1.473 5.721  0.46
H 6.005 -1.535 0.663  0.50
H 2.429 3.439 -3.113  -0.25
H -3.114 -1.637 -3.956  0.44
H -0.696 -0.401 -5.016  0.39
H 3.760 2.223 -1.660  0.28
H 6.208 4.666 -0.428  0.55
H 1.403 -2.524 0.998  0.45
H 2.893 -5.525 -4.478  0.32
H -0.706 -4.404 6.638  0.37
H 1.546 -2.498 5.977  0.27
H -0.940 -6.537 -4.425  0.40
H 2.009 4.959 -1.197  0.55
H 4.346 -5.442 -3.446  0.23
H 0.685 2.420 -7.622  0.42
H -2.228 -3.303 -5.561  0.45
H -5.186 -0.325 -4.625  0.61
H 1.775 -4.261 6.136  0.38
H -5.075 -2.264 -8.432  0.42
H 4.484 5.344 -1.867  0.38
H 7.317 0.497 -0.040  0.40
H 1.778 0.082 -4.374  -0.20
H -3.205 0.228 -2.754  0.54
H -5.642 -1.690 2.639  0.48
H 3.638 -1.659 0.059  0.46
H -0.895 4.084 4.512  0.45
H 1.621 0.168 11.622  0.37
H 1.501 1.200 10.227  0.33
H 0.079 0.824 11.174  0.30
H -3.826 1.218 3.292  0.33
H -1.129 1.548 -2.037  -0.95
H 0.579 2.516 2.851  0.64
H 1.474 -1.541 9.725  0.36
H -1.681 5.077 0.551  0.00
H -1.060 0.980 5.053  -0.07
H -0.254 -2.097 -4.886  0.03
H -3.515 2.310 7.389  0.45
H -0.270 -1.151 -3.457  -0.18
H -3.528 -0.054 -1.115  -0.31
H 4.391 -4.867 -5.132  0.30
H 3.009 3.201 -7.329  0.46
H -1.906 2.734 2.734  0.95
H 1.867 1.718 1.982  -0.48
H 0.620 -1.058 1.629  -0.14
H 0.184 -3.593 7.906  0.35
H -0.481 -3.539 -1.402  0.51
H 6.202 2.403 -1.129  0.65
H -1.620 3.737 6.878  0.43
H -0.279 -2.280 0.735  -0.22
H 3.416 3.124 2.408  0.69
H -3.010 -3.334 -7.884  0.41
H 0.060 -1.431 10.652  0.28
H -2.949 -3.182 -1.391  0.40
H -3.384 -5.985 -4.594  0.48
H 1.607 3.699 0.943  0.52
H -2.070 -0.739 -1.800  -0.22
H -0.009 2.899 -3.454  0.06
H 0.466 -5.201 -2.961  0.42
H 1.143 0.815 3.244  -0.12

For the HOMO-LUMO gap, the calculation gives 9.2 eV. The value obtained for the energy above the lowest of the compared OMol25 structures with the same formula, charge and spin is 0.00 kcal/mol. As for the charge: 0. Its HOMO energy is -10.0 eV.